[1]
The following is a quantum chemistry calculation of a single CH5NO2S molecule at a distorted geometry, from the OMol25 dataset.

Last column: Löwdin charge in e.
Positions of all 10 atoms, in Å:
C  -1.57751  0.06908  -0.26143  -0.128
S  0.24031  -0.29882  0.39469  0.918
O  0.45088  -1.83858  -0.31292  -0.536
N  1.38155  0.76966  0.59875  -0.357
O  2.18123  1.13540  -0.52910  -0.118
H  -1.92585  0.84517  0.52840  0.086
H  -1.52570  0.21493  -1.27576  0.009
H  -2.10278  -0.86922  -0.11992  0.040
H  -0.00668  -0.60872  1.66640  0.054
H  2.88456  0.58112  -0.68909  0.034

Atomic forces in eV per Å
C 1.2 0.1 4.9
S -0.2 -6.3 -4.2
O -0.5 5.9 2.5
N 0.6 -0.6 0.0
O -4.0 2.8 0.3
H 0.3 -0.9 -2.1
H 0.2 1.3 -2.2
H 0.2 -0.2 0.4
H -0.1 0.6 0.4
H 2.3 -2.8 0.2

As for the spin multiplicity: 1. The total charge is 0. The energy above the lowest of the compared OMol25 structures with the same formula, charge and spin comes out at 664.8 kJ/mol. The HOMO energy comes out at -9.7 eV. As for the HOMO-LUMO gap: 9.937 eV. Its SMILES is C[S@@H](=O)=NO.

[2]
The following is a quantum chemistry calculation of 2 unconnected molecules or ions with the total composition CH5NO2S at a distorted geometry, from the OMol25 dataset.

Last column: Löwdin charge in e.
Positions of all 10 atoms, in Å:
C  -1.55938  1.63653  -1.42611  -0.105
N  2.21541  -1.91574  0.72491  0.024
O  -1.19925  0.49348  2.26302  -0.532
O  -1.25390  1.45568  -0.16682  -0.472
S  -1.13861  0.13793  0.82353  0.939
H  -1.76682  0.71754  -2.14095  0.113
H  -1.34845  2.65109  -1.74524  0.066
H  1.37516  -1.64523  1.21936  -0.024
H  2.75617  -1.12080  0.56530  -0.024
H  1.91966  -2.41048  -0.11699  0.014

Atomic forces in eV per Å
C -0.4 -1.9 -2.1
N -1.4 -1.9 0.4
O 0.1 0.3 -1.7
O 0.2 0.3 1.8
S -0.2 -0.5 0.6
H 0.5 2.1 1.6
H -0.2 -0.3 -0.3
H 0.1 0.0 0.1
H 0.9 1.3 -0.7
H 0.4 0.5 0.2

As for the spin multiplicity: 1. The total charge is 0. The energy above the lowest of the compared OMol25 structures with the same formula, charge and spin comes out at 404.7 kJ/mol. The HOMO energy (spin up / spin down) comes out at -8.9 / -8.1 eV. As for the HOMO-LUMO gap (spin up / spin down): 8.927 / 7.013 eV.

[3]
The following is a quantum chemistry calculation of a single CH5NO2S molecule at a distorted geometry, from the OMol25 dataset.

Last column: Löwdin charge in e.
Positions of all 10 atoms, in Å:
C  -0.11696  0.25801  0.82792  -0.432
N  -0.89248  0.47181  -0.35262  -0.045
O  1.55578  -1.36344  -0.32420  -0.348
O  1.66267  1.00578  -0.88703  -0.505
S  1.69761  0.20614  0.33269  0.881
H  -0.37767  -0.56333  1.49873  0.083
H  -0.03076  1.27522  1.46355  0.121
H  -0.53836  1.43188  -0.72701  0.112
H  2.49398  -1.70477  -0.17029  0.070
H  -0.61364  -0.27085  -0.99372  0.062

Atomic forces in eV per Å
C 1.2 3.0 1.6
N 0.8 1.7 0.1
O 2.4 0.0 1.5
O 0.6 1.0 0.1
S -1.2 -1.6 -1.0
H 0.0 0.0 -0.4
H -0.7 -2.2 -1.1
H -0.9 -2.6 0.3
H -1.8 0.2 -0.6
H -0.3 0.4 -0.4

As for the spin multiplicity: 1. The total charge is 0. The energy above the lowest of the compared OMol25 structures with the same formula, charge and spin comes out at 191.1 kJ/mol. The HOMO energy comes out at -9.4 eV. As for the HOMO-LUMO gap: 9.855 eV.

[4]
The following is a quantum chemistry calculation of a gas-phase ion, CH5NOP (charge +1) at a distorted geometry, from the OMol25 dataset.

Last column: Löwdin charge in e.
Positions of all 9 atoms, in Å:
C  0.56899  0.07005  0.70554  -0.134
N  -0.09353  -0.81159  -0.22024  -0.280
P  -1.11295  -0.66134  -1.57948  1.162
O  -1.70725  0.84976  -1.69833  -0.242
H  0.36671  -0.09251  1.78079  0.111
H  0.36894  1.15896  0.61530  0.098
H  1.63396  0.13666  0.64906  0.087
H  0.11735  -1.86753  -0.08411  0.142
H  -1.40685  1.71854  -1.61600  0.056

Atomic forces in eV per Å
C -0.1 2.4 1.7
N -1.4 -1.8 -2.4
P 0.7 2.3 2.6
O 0.1 -5.1 -0.3
H -0.3 -0.6 -0.7
H -0.8 -0.7 -0.6
H 0.9 -1.0 -0.6
H -0.3 2.2 -0.3
H 1.1 2.3 0.6

As for the spin multiplicity: 1. The total charge is +1. The energy above the lowest of the compared OMol25 structures with the same formula, charge and spin comes out at 0.0 kJ/mol. The HOMO energy (spin up / spin down) comes out at -16.4 / -16.4 eV. As for the HOMO-LUMO gap (spin up / spin down): 9.975 / 9.976 eV. Its SMILES is C/[NH+]=P\O.

[5]
The following is a quantum chemistry calculation of a molecular structure, CH5NOP at a distorted geometry, from the OMol25 dataset.

Last column: Löwdin charge in e.
Positions of all 9 atoms, in Å:
C  1.19934  -0.50845  0.19200  -0.024
N  0.42587  0.65483  0.14462  -0.217
O  0.77789  1.77095  0.38530  0.145
P  -1.95366  0.40523  0.05047  0.982
H  1.53783  -0.65150  -0.77062  0.097
H  0.63844  -1.48777  0.48556  0.162
H  1.99852  -0.29302  0.83257  0.101
H  -1.57504  0.11468  -1.22417  -0.164
H  -2.46056  1.73461  -0.34419  -0.081

Atomic forces in eV per Å
C -0.9 -2.2 1.8
N -4.8 3.4 0.8
O 0.7 -2.4 -0.5
P 1.1 0.8 0.6
H 1.0 -0.4 -2.4
H 0.6 2.2 -0.4
H 1.5 -0.1 1.0
H -0.1 -0.5 -1.3
H 0.9 -0.7 0.4

As for the spin multiplicity: 1. The total charge is +1. The energy above the lowest of the compared OMol25 structures with the same formula, charge and spin comes out at 450.6 kJ/mol. The HOMO energy comes out at -15.6 eV. As for the HOMO-LUMO gap: 8.650 eV.

[6]
The following is a quantum chemistry calculation of 2 unconnected molecules or ions with the total composition CH5NOS2 at a distorted geometry, from the OMol25 dataset.

Last column: Löwdin charge in e.
Positions of all 10 atoms, in Å:
S  2.45263  0.66578  1.85430  -0.157
S  1.90874  -1.27007  0.91505  -0.198
H  1.24272  1.25138  1.46804  -0.271
H  2.85781  -1.74150  1.66411  -0.347
C  -1.86639  0.34429  -0.57861  -0.441
N  -0.84121  -0.01908  -1.40597  0.135
O  -2.23365  1.46805  -0.35863  -0.011
H  -2.39349  -0.45555  0.08389  0.142
H  -0.67781  0.68263  -2.04829  0.064
H  -0.44936  -0.92593  -1.59389  0.085

Atomic forces in eV per Å
S -0.5 3.4 0.8
S -1.5 -2.2 -1.9
H 1.2 -0.6 0.4
H 0.7 -0.6 0.5
C -0.4 -2.3 2.2
N -1.4 -0.5 1.1
O 0.0 1.0 -0.8
H 1.2 0.4 -1.3
H 1.0 1.6 -1.5
H -0.3 -0.2 0.5

As for the spin multiplicity: 2. The total charge is -1. The energy above the lowest of the compared OMol25 structures with the same formula, charge and spin comes out at 75.5 kJ/mol. The HOMO energy (spin up / spin down) comes out at -0.3 / -3.0 eV. As for the HOMO-LUMO gap (spin up / spin down): 3.964 / 6.648 eV.

[7]
The following is a quantum chemistry calculation of 2 unconnected molecules or ions with the total composition CH5NOS2 at a distorted geometry, from the OMol25 dataset.

Last column: Löwdin charge in e.
Positions of all 10 atoms, in Å:
C  -0.58094  1.06022  -1.58766  -0.113
N  0.91115  -1.13869  1.47997  -1.048
O  -0.35856  1.59162  -0.52252  -0.090
S  -0.07208  -0.22891  2.18416  0.723
S  0.93155  -2.09847  0.05188  0.576
H  -1.01684  1.69255  -2.42131  0.100
H  -0.16609  0.02173  -1.60206  0.045
H  -0.17141  1.03421  1.44995  -0.051
H  -1.37759  -0.60416  1.52883  -0.004
H  1.90081  -1.33009  -0.56125  -0.139

Atomic forces in eV per Å
C 1.2 0.4 0.9
N 2.2 -2.1 0.0
O -0.5 0.6 -0.4
S -3.0 1.0 -2.6
S 0.3 2.0 0.6
H 0.2 -1.1 0.4
H -0.9 0.2 -1.2
H 0.0 -1.2 0.9
H 1.2 0.8 1.3
H -0.6 -0.6 0.0

As for the spin multiplicity: 1. The total charge is 0. The energy above the lowest of the compared OMol25 structures with the same formula, charge and spin comes out at 464.2 kJ/mol. The HOMO energy comes out at -8.0 eV. As for the HOMO-LUMO gap: 8.450 eV.

[8]
The following is a quantum chemistry calculation of 2 unconnected molecules or ions with the total composition CH5NP2 at a distorted geometry, from the OMol25 dataset.

Last column: Löwdin charge in e.
Positions of all 9 atoms, in Å:
C  0.34508  1.92066  1.25521  0.040
N  0.46726  -1.36968  -0.98539  -0.952
P  1.71523  -0.44484  -1.12998  0.591
P  -0.93736  -2.05095  -1.55556  0.609
H  1.21662  1.84899  1.81802  -0.054
H  0.48996  2.52672  0.37872  -0.032
H  -0.60329  1.39218  1.55966  0.015
H  -0.98834  -2.87248  -0.30976  -0.099
H  -1.70515  -0.95061  -1.03091  -0.119

Atomic forces in eV per Å
C -1.8 -0.5 -0.4
N 3.1 1.4 -0.6
P -1.5 -0.8 0.3
P -0.5 -0.3 1.9
H 1.1 -0.4 1.2
H -0.7 0.0 -0.3
H 1.3 0.9 -0.6
H -0.8 0.4 -1.2
H -0.3 -0.6 -0.2

As for the spin multiplicity: 1. The total charge is 0. The energy above the lowest of the compared OMol25 structures with the same formula, charge and spin comes out at 312.2 kJ/mol. The HOMO energy (spin up / spin down) comes out at -8.9 / -6.9 eV. As for the HOMO-LUMO gap (spin up / spin down): 8.589 / 6.091 eV.

[9]
The following is a quantum chemistry calculation of 2 unconnected molecules or ions with the total composition CH5NSi2 at a distorted geometry, from the OMol25 dataset.

Last column: Löwdin charge in e.
Positions of all 9 atoms, in Å:
C  1.99884  0.36159  -0.09358  -0.539
N  2.27310  1.47635  -0.22680  0.047
Si  -1.69563  0.49637  0.17317  0.521
Si  1.52219  -1.45500  0.24190  0.698
H  -3.22291  0.58835  0.37855  -0.098
H  -1.24544  0.10415  1.42165  -0.180
H  -0.64653  1.28356  -0.50725  -0.133
H  2.49586  -2.10327  -0.66703  -0.191
H  -1.47949  -0.75208  -0.72060  -0.125

Atomic forces in eV per Å
C 0.4 -0.4 -0.3
N -0.1 -0.2 0.1
Si -0.9 -1.7 -2.1
Si -0.6 0.3 0.7
H 1.1 0.7 -0.6
H 0.8 -0.4 1.9
H -0.7 0.9 0.2
H 0.4 0.2 -0.5
H -0.4 0.5 0.6

As for the spin multiplicity: 1. The total charge is 0. The energy above the lowest of the compared OMol25 structures with the same formula, charge and spin comes out at 216.3 kJ/mol. The HOMO energy comes out at -9.5 eV. As for the HOMO-LUMO gap: 7.675 eV.

[10]
The following is a quantum chemistry calculation of 2 unconnected molecules or ions with the total composition CH5O2 at a distorted geometry, from the OMol25 dataset.

Last column: Löwdin charge in e.
Positions of all 8 atoms, in Å:
C  -1.22713  0.40415  -0.42742  -0.381
O  0.06937  0.43783  -0.80454  -0.377
H  -1.31667  1.40128  0.12603  0.068
H  -1.84282  0.27889  -1.27873  0.020
H  -1.34358  -0.45645  0.27268  0.046
H  0.45823  -0.93574  1.62886  -0.015
H  0.72486  -0.34893  0.04989  -0.012
O  1.26597  -0.73332  1.02526  -0.349

Atomic forces in eV per Å
C 1.8 1.0 2.0
O 2.1 -1.1 -1.0
H -1.5 -0.9 -0.3
H -1.6 0.1 -0.8
H -0.9 0.3 0.1
H 2.2 0.5 -1.6
H 0.4 0.8 0.7
O -2.6 -0.8 0.8

As for the spin multiplicity: 1. The total charge is -1. The energy above the lowest of the compared OMol25 structures with the same formula, charge and spin comes out at 56.7 kJ/mol. The HOMO energy comes out at -3.0 eV. As for the HOMO-LUMO gap: 7.853 eV.

Q: Number 1 is which compound?
A: CH5NO2S